The molecule C5H12O2 at a distorted geometry. Source: OMol25; level of theory: wB97M-V/def2-TZVPD.

Last columns: bonded neighbours and bond lengths (Å).
Cartesian coordinates (Å):
1 C 2.3307 0.2210 -1.4529  O2 1.419, H8 1.096, H9 1.107, H10 1.096
2 O 1.4782 0.4228 -0.3372  C1 1.419, C3 1.471
3 C 0.7217 -0.5219 0.4990  O2 1.471, C4 1.539, H11 1.100, H12 1.097
4 C -0.7226 -0.1807 0.0928  C3 1.539, C5 1.529, C6 1.537, H13 1.091
5 C -1.7621 -1.2614 -0.2056  C4 1.529, H14 1.098, H15 1.096, H16 1.097
6 C -1.2856 1.0263 0.8592  C4 1.537, O7 1.411, H17 1.103, H18 1.100
7 O -0.2792 1.9508 1.2103  C6 1.411, H19 0.971
8 H 2.2299 -0.7438 -1.9622  C1 1.096
9 H 2.1460 1.0064 -2.2112  C1 1.107
10 H 3.3741 0.3404 -1.1395  C1 1.096
11 H 0.9587 -1.5864 0.3578  C3 1.100
12 H 0.9786 -0.2372 1.5268  C3 1.097
13 H -0.4008 0.2171 -0.8706  C4 1.091
14 H -2.4697 -0.8470 -0.9365  C5 1.098
15 H -2.3501 -1.5965 0.6569  C5 1.096
16 H -1.2974 -2.1388 -0.6713  C5 1.097
17 H -2.0435 1.4955 0.2102  C6 1.103
18 H -1.7965 0.7534 1.7943  C6 1.100
19 H 0.4083 1.8993 0.5269  O7 0.971

The HOMO-LUMO gap comes out at 10.7 eV. The electronic energy comes out at -348.12502 Ha. The calculation puts the maximum force at 1.027 eV/A. As for the energy relative to the best compared isomer or geometry (same formula, charge and spin): 2.172 eV. The SMILES is COC[C@@H](C)CO.

Computed Löwdin charges, given in elementary charges: -0.10 -0.26 -0.12 -0.34 -0.06 -0.24 -0.07 0.08 0.09 0.08 0.12 0.13 0.13 0.08 0.08 0.08 0.12 0.12 0.07